Entry 1:
{"formula": "C5H14NOS", "method": "ωB97M-V with the def2-TZVPD basis set", "de_lowest_kj_mol": 161.1, "homo_lumo_gap_ev": 5.87, "charge": -1, "lumo_energy_ev": 3.4, "fmax_ev_per_a": 2.53, "symbols": ["H", "H", "H", "H", "H", "S", "H", "H", "H", "H", "N", "H", "H", "H", "C", "O", "H", "C", "C", "H", "C", "C"], "xyz": [[-1.620941, -1.871241, 0.746374], [-1.604995, -1.950199, -1.034403], [0.578474, 1.902594, 2.095660], [-2.667723, -0.939602, -0.073756], [0.188640, -0.623105, -1.015855], [-1.394583, 1.286625, -2.422996], [2.306597, -0.666748, 1.621308], [1.328114, 0.785508, 3.258531], [2.394402, 1.934286, 2.452360], [-1.691480, 1.449653, 0.090185], [0.342586, -0.427326, 0.969930], [-0.145032, 1.989682, -0.357976], [1.612925, -2.032291, 0.217886], [-0.238583, -0.264758, 1.802755], [-0.469273, -0.206398, -0.270360], [1.926054, -2.784903, 0.740939], [2.245212, 0.359058, 0.410135], [-0.909453, 1.172335, -0.670627], [-1.644859, -1.248992, -0.167662], [1.608085, -2.635653, 1.634135], [1.640575, 0.196433, 1.312673], [1.477050, 1.321494, 2.345350]], "forces_ev_per_angstrom": [[0.9, 0.1, -0.3], [-0.1, 0.5, 0.6], [0.5, 0.1, 0.1], [-0.4, 1.2, -0.6], [0.2, 0.2, -0.8], [0.0, 0.0, 0.4], [-0.7, 1.0, 0.9], [-0.3, 0.1, 1.0], [-0.6, -0.1, -0.1], [-0.2, -0.2, -0.8], [-0.4, 0.7, 1.4], [-0.4, -1.4, -0.8], [-0.4, -0.2, 0.5], [0.0, -0.3, -0.6], [0.3, -1.5, 0.7], [0.7, -0.7, -0.4], [-0.7, 1.2, -0.3], [0.3, 2.0, 1.5], [0.5, -1.1, -0.1], [-0.3, 0.3, -0.2], [0.4, -1.4, -1.2], [0.8, -0.3, -1.1]], "nbo_charge": [0.187, 0.217, 0.223, 0.208, 0.178, -0.682, 0.177, 0.193, 0.205, 0.158, -0.680, 0.169, 0.490, 0.336, -0.060, -0.957, 0.199, -0.546, -0.615, 0.468, -0.237, -0.633]}

---

Entry 2:
{"formula": "C4H6F2", "method": "ωB97M-V with the def2-TZVPD basis set", "de_lowest_kj_mol": 59.6, "homo_lumo_gap_ev": 12.46, "lumo_energy_ev": 1.1, "fmax_ev_per_a": 3.55, "smiles": "F[C@H]1C[C@@H](F)C1", "symbols": ["H", "C", "C", "H", "C", "H", "H", "H", "F", "F", "H", "C"], "xyz": [[0.931844, -1.096323, 1.538926], [0.454158, -0.748180, 0.683173], [-0.782088, 0.179337, 0.819136], [1.788719, 0.934453, 0.179646], [1.036815, 0.311294, -0.286869], [-0.871641, 0.364137, -1.212938], [-0.801333, 0.738974, 1.728285], [-0.351374, 1.984749, -0.641189], [1.665529, -0.140678, -1.378661], [-2.014447, -0.448259, 0.669232], [0.083699, -1.495246, -0.058733], [-0.315493, 0.902497, -0.406963]], "forces_ev_per_angstrom": [[0.9, -0.8, 1.2], [-2.0, 0.5, -2.9], [0.4, -0.4, 0.4], [-0.1, 0.5, 0.5], [1.0, -0.2, 2.4], [0.5, 0.5, 0.2], [-0.2, 0.4, 0.6], [-0.4, -0.5, 0.6], [0.3, -0.9, -1.8], [0.2, 0.1, 0.1], [0.5, -0.2, 1.0], [-1.2, 1.0, -2.5]], "nbo_charge": [0.219, -0.465, 0.213, 0.157, 0.214, 0.239, 0.168, 0.225, -0.346, -0.361, 0.228, -0.491]}

---

Entry 3:
{"formula": "C35H24F3FeN5O4S2Se2", "method": "ωB97M-V with the def2-TZVPD basis set", "de_lowest_kj_mol": 93.9, "homo_lumo_gap_ev": [6.67, 4.55], "charge": -1, "spin_multiplicity": 6, "lumo_energy_ev": [1.8, -0.3], "fmax_ev_per_a": 1.59, "symbols": ["C", "N", "C", "C", "H", "N", "C", "N", "H", "H", "C", "H", "F", "H", "H", "C", "F", "C", "C", "C", "Se", "H", "C", "H", "C", "Se", "C", "O", "C", "S", "C", "C", "H", "H", "H", "C", "F", "C", "C", "C", "O", "H", "Fe", "C", "C", "H", "N", "C", "H", "H", "C", "C", "C", "H", "C", "C", "H", "H", "C", "C", "H", "C", "H", "C", "H", "C", "H", "N", "H", "O", "H", "C", "S", "O", "C", "C"], "xyz": [[0.124500, -4.960913, 0.996599], [-1.682600, 0.742987, 2.697299], [-0.317200, -3.635813, 0.880299], [2.557400, -2.975713, 0.711499], [4.279800, 0.211187, 1.682599], [0.174900, 5.078987, -6.541401], [4.326300, -2.343513, -0.761101], [-0.063200, 7.934087, -3.767901], [-0.165300, -6.873513, 1.882999], [2.210500, -3.315713, 1.676199], [-1.442900, 1.171787, 5.046299], [-2.870400, -3.815413, 3.123099], [-5.715400, 1.418087, 1.442499], [5.380800, -2.205513, -0.949601], [-2.093600, -6.155813, 3.253899], [-0.107500, 4.817687, -5.458401], [-6.394600, 2.965987, 0.113299], [3.415600, -2.045813, -1.767801], [-1.014900, 1.171187, 3.740299], [-0.634000, 3.162387, -3.765401], [1.448200, -0.280013, 2.422899], [1.456600, -1.859613, -3.574401], [-0.395200, 4.480787, -4.122301], [5.366000, 1.201887, -0.349701], [-2.035700, -4.149913, 2.527599], [0.781700, 1.759487, 3.321899], [1.018800, -1.915713, -2.582701], [-2.481500, -1.472213, 2.746499], [-1.903500, -1.850213, 1.625299], [-0.687900, 3.413487, 0.266199], [2.096600, 1.404987, -1.172601], [-1.596000, -5.451913, 2.604699], [3.754800, -2.343713, -3.857801], [3.884600, 2.013287, -2.187401], [0.953500, -5.287713, 0.386399], [2.319300, 0.440887, 0.860599], [-6.156600, 0.955387, -0.611401], [-0.816700, 2.786087, -2.430901], [1.628000, -2.679413, -0.282501], [-5.596300, 1.889687, 0.182699], [-3.296100, 1.396687, 0.312599], [-0.483500, 5.860187, -1.009301], [-1.126700, 1.067887, 0.484199], [-0.200100, 6.831487, -3.475101], [-3.439100, 0.078987, 4.286899], [3.459700, -0.660313, -3.418101], [1.525200, 0.846887, -0.112801], [-2.852700, -0.033913, 2.920699], [0.521200, -0.965513, -2.377101], [0.251000, -2.687413, -2.582501], [-0.379400, 5.481787, -3.117901], [4.291300, 1.108587, -0.281101], [3.905000, -2.807113, 0.470299], [-0.658800, 2.395187, -4.525801], [-0.706000, 3.779087, -1.420501], [-0.527000, 5.113587, -1.789701], [-4.422700, -0.340113, 4.425399], [-0.818800, 1.559787, 5.834899], [2.050500, -2.213413, -1.537901], [-0.509600, -5.850613, 1.834499], [5.010300, -1.419413, -3.041801], [3.467800, 1.554087, -1.303601], [-3.155600, 0.717287, 6.283099], [-4.089400, 2.187387, -0.238501], [1.423100, 1.739487, -1.947501], [-1.419300, -3.236613, 1.670699], [-0.292600, -1.960813, -0.246301], [0.260100, -2.785213, -0.025201], [-3.580200, 0.170287, 2.125899], [-1.742200, -1.129213, 0.637599], [4.624400, -3.024013, 1.245499], [3.937000, -1.583913, -3.098001], [-1.101000, 1.115387, -2.093001], [-3.895100, 3.088987, -1.022501], [-2.739800, 0.652887, 5.286899], [3.702200, 0.549487, 0.836699]], "forces_ev_per_angstrom": [[0.1, 0.0, 0.0], [-0.3, 0.2, -1.6], [-0.5, -0.3, 0.4], [-0.1, 0.0, 0.0], [0.0, -0.1, 0.0], [0.0, 0.0, -0.1], [0.1, 0.0, 0.0], [0.0, 0.1, 0.0], [0.1, -0.1, 0.0], [0.0, 0.0, 0.1], [0.7, 0.3, -0.3], [0.0, 0.1, 0.0], [0.2, 0.0, 0.0], [0.1, 0.0, 0.0], [0.0, -0.1, 0.1], [0.2, 0.2, -1.0], [0.2, 0.2, -0.1], [0.1, 0.0, 0.1], [0.4, 0.0, 0.8], [0.1, 0.7, -0.6], [0.4, -0.4, 0.0], [0.0, 0.0, -0.1], [-0.3, -0.8, 1.2], [0.1, 0.0, 0.0], [0.1, 0.0, -0.1], [-0.1, 0.4, 0.3], [0.1, 0.0, 0.1], [0.4, -1.1, -0.5], [-0.3, 0.6, 0.6], [-0.1, 0.2, -0.4], [0.1, 0.2, -0.3], [-0.1, -0.1, 0.1], [0.0, 0.0, -0.2], [0.0, 0.0, -0.1], [0.1, 0.0, 0.0], [-0.1, -0.1, 0.6], [0.1, -0.1, -0.2], [-0.3, -1.2, 0.5], [0.4, -0.1, 0.0], [0.1, 0.1, 0.1], [0.9, -0.9, 0.5], [0.0, 0.1, -0.1], [-1.3, 0.1, 0.4], [0.1, 0.9, -0.1], [0.2, 0.0, -0.2], [0.0, 0.1, -0.1], [-0.4, 0.0, 0.1], [-0.4, 1.1, -0.2], [0.0, 0.1, -0.1], [-0.1, 0.0, 0.0], [-0.2, -0.9, 0.7], [-0.2, 0.1, -0.1], [0.0, -0.1, -0.1], [0.0, 0.0, 0.0], [0.1, -0.4, 0.9], [0.1, 0.5, -0.6], [-0.2, 0.1, 0.1], [0.1, -0.1, 0.0], [-0.1, -0.1, 0.2], [0.0, 0.1, 0.0], [0.1, 0.0, 0.0], [0.1, 0.0, 0.1], [-0.1, 0.0, 0.1], [-0.7, -0.1, 0.3], [0.0, 0.0, -0.1], [0.2, -0.3, -0.2], [0.0, -0.2, 0.1], [-0.2, 0.6, -0.5], [0.2, -0.2, 0.2], [0.1, 0.3, -0.1], [0.1, 0.0, 0.1], [-0.1, 0.0, 0.0], [-0.1, 0.5, 0.1], [0.0, 0.6, -0.5], [-0.3, -0.2, -0.3], [0.0, 0.0, 0.0]], "lowdin_spin": [0.000, 0.033, 0.000, 0.000, 0.000, 0.018, 0.000, -0.009, 0.000, 0.000, 0.007, 0.000, 0.000, 0.000, 0.000, 0.005, 0.001, 0.000, 0.002, 0.008, 0.005, 0.000, 0.036, 0.000, 0.000, 0.014, 0.003, 0.002, 0.003, 0.483, 0.003, 0.000, 0.000, 0.000, 0.000, 0.001, 0.000, 0.066, 0.000, 0.004, 0.056, 0.002, 3.836, -0.002, 0.005, 0.000, 0.028, 0.003, 0.004, 0.000, -0.004, -0.001, 0.000, 0.000, 0.052, 0.051, 0.000, 0.001, 0.000, 0.000, 0.000, 0.001, 0.000, 0.006, 0.002, 0.001, 0.000, 0.000, 0.000, 0.024, 0.000, 0.000, 0.237, 0.009, 0.001, 0.001]}

---

Entry 4:
{"formula": "C13H28NO3", "method": "ωB97M-V with the def2-TZVPD basis set", "homo_lumo_gap_ev": 1.56, "charge": -1, "lumo_energy_ev": 1.1, "fmax_ev_per_a": 0.85, "symbols": ["H", "H", "H", "H", "O", "H", "H", "H", "C", "H", "C", "C", "H", "H", "C", "O", "C", "H", "H", "H", "H", "C", "H", "N", "H", "H", "H", "C", "H", "C", "C", "H", "H", "C", "H", "H", "C", "H", "C", "H", "O", "H", "C", "H", "H"], "xyz": [[1.981413, -1.863711, -4.366633], [-1.906994, -2.746174, 2.991659], [-1.676478, 1.243941, -0.423021], [0.424983, -1.147136, -3.863890], [-0.794944, -4.207087, 2.052069], [-1.854335, -1.211920, 1.164603], [1.681240, 1.298744, -1.988475], [-1.089307, -6.195003, 2.372584], [-0.949501, -0.791739, 1.609058], [0.105295, 0.558912, -2.115161], [-0.181472, 0.049051, 0.592794], [-1.232470, 2.245291, 1.425226], [-0.602834, 4.190883, 0.910475], [0.601954, 0.531302, -5.675704], [-1.606013, -5.254104, 2.541765], [0.417196, -2.111644, -5.688972], [0.615045, 1.503650, -1.943527], [-2.568734, -5.255769, 2.026156], [0.403188, 2.126452, -2.807958], [1.148481, 2.245002, 2.258353], [0.673918, -1.501318, 2.811253], [1.054148, 3.078684, 1.565908], [-0.127032, -0.549668, -0.316045], [-0.385445, 3.464408, 1.602900], [-1.791405, -5.142597, 3.613259], [0.849993, 0.163926, 0.932966], [2.110152, 1.834885, 0.211594], [-0.803275, 1.396151, 0.211100], [1.914552, 3.470387, -0.385586], [-0.078772, -1.933230, 2.149945], [1.548572, 0.083739, -5.290024], [-1.199980, 1.715112, 2.370275], [2.153479, -0.162280, -6.191291], [0.177059, 2.220129, -0.660211], [0.467015, -2.362611, 1.308378], [1.670125, 3.887227, 1.954361], [1.036005, -1.422355, -4.765905], [-0.347284, 3.139429, -0.947588], [1.407574, 2.664682, 0.141383], [-1.272384, -0.201005, 2.469917], [2.162040, 0.763608, -4.344775], [-0.610170, 3.878382, 2.524543], [-0.860717, -3.034371, 2.845559], [-0.407926, -3.258839, 3.817834], [-2.255952, 2.598583, 1.298849]], "forces_ev_per_angstrom": [[0.1, 0.1, -0.2], [-0.1, 0.1, 0.1], [-0.2, -0.3, 0.1], [-0.1, 0.1, -0.1], [0.0, 0.0, 0.0], [0.0, 0.0, -0.1], [0.0, -0.1, 0.0], [0.0, -0.1, -0.1], [0.1, -0.1, 0.3], [0.0, 0.0, 0.0], [-0.5, -0.3, -0.1], [-0.6, 0.0, -0.5], [0.0, -0.1, -0.1], [-0.1, -0.1, 0.2], [0.0, 0.3, 0.0], [0.1, 0.1, 0.1], [-0.2, 0.3, -0.1], [-0.1, -0.1, 0.0], [0.1, -0.1, -0.1], [-0.1, 0.0, 0.0], [0.0, -0.1, 0.1], [0.2, 0.0, -0.2], [0.2, 0.0, -0.1], [0.1, -0.1, 0.7], [0.0, -0.1, 0.1], [0.0, 0.2, 0.1], [0.1, 0.0, -0.1], [0.7, 0.4, 0.1], [0.0, 0.1, -0.1], [-0.1, 0.4, -0.4], [0.3, 0.7, -0.1], [0.2, 0.0, 0.1], [0.1, -0.2, 0.1], [0.1, -0.1, 0.0], [0.0, -0.2, 0.1], [-0.1, 0.2, -0.1], [-0.3, -0.7, 0.1], [-0.1, -0.1, 0.0], [0.0, -0.3, 0.3], [-0.1, 0.0, 0.0], [0.0, 0.0, 0.0], [0.0, 0.1, -0.1], [0.4, -0.2, -0.1], [-0.2, 0.0, 0.2], [0.0, 0.1, 0.0]], "nbo_charge": [0.089, 0.158, 0.226, 0.069, -0.542, 0.203, 0.253, 0.188, -0.389, 0.224, -0.416, -0.378, 0.399, 0.090, -0.247, -0.772, -0.629, 0.172, 0.243, 0.204, 0.195, -0.325, 0.242, -0.708, 0.161, 0.193, 0.223, -0.238, 0.226, -0.424, -0.018, 0.211, 0.095, -0.222, 0.233, 0.218, -0.010, 0.184, -0.429, 0.174, -0.806, 0.358, -0.053, 0.159, 0.216]}